158
Properties=species:S:1:pos:R:3:forces:R:3:mulliken_charge:R:1 method="wB97M-V/def2-TZVPD" largest_force_ev_per_a=2.403 e_tot_ha=-3182.25346 lumo_ev=-0.042 homo_lumo_gap_ev=8.52
C -2.281 -14.310 -25.945 0.25 0.26 0.32 -0.716
C -0.845 -14.062 -25.446 0.07 0.05 -0.82 -0.743
C -1.075 -13.174 -24.236 0.73 -0.39 0.09 -0.131
O -2.207 -13.747 -23.618 -0.05 -0.28 0.63 0.016
C -3.115 -13.995 -24.667 -0.12 0.24 -1.35 -0.273
H -2.429 -15.307 -26.355 0.00 -0.06 0.15 0.274
H -2.541 -13.592 -26.723 0.01 -0.07 -0.06 0.359
H -0.193 -13.628 -26.208 -0.15 0.19 0.06 0.353
H -0.362 -15.002 -25.175 -0.11 0.05 0.37 0.260
H -1.276 -12.120 -24.454 -0.05 -0.04 -0.50 -0.009
H -0.210 -13.188 -23.570 -0.25 -0.09 0.29 0.256
H -3.643 -13.061 -24.898 -0.35 -0.14 0.27 0.039
H -3.826 -14.788 -24.447 0.02 0.10 0.53 0.310
C -3.742 -14.719 -20.617 0.86 0.33 0.61 1.747
C -3.220 -13.359 -20.159 -1.06 1.64 -0.44 1.265
C -3.013 -13.422 -18.646 -0.39 -0.16 -0.29 1.734
O -3.330 -14.758 -18.287 0.52 -0.14 0.22 0.674
C -4.196 -15.299 -19.288 0.34 -0.11 0.59 0.067
H -2.839 -15.159 -21.036 -0.53 -0.87 -0.10 -1.413
H -4.570 -14.655 -21.320 0.23 0.00 -0.28 0.208
H -4.031 -12.646 -20.367 0.27 0.23 0.07 -0.085
H -2.351 -12.978 -20.694 0.06 -0.33 -0.10 -0.629
H -3.701 -12.731 -18.158 0.08 0.02 0.16 -2.523
H -2.012 -13.138 -18.320 0.10 -0.36 0.06 0.018
H -5.208 -14.974 -19.021 -0.16 -0.19 -0.32 -0.806
H -4.116 -16.381 -19.185 -0.18 -0.04 -0.15 -0.075
C -2.685 -20.610 -18.518 -0.42 -1.45 0.48 -0.654
C -3.357 -19.332 -18.965 0.33 0.46 -0.31 1.770
C -4.063 -19.812 -20.233 0.70 0.42 0.13 -0.195
O -4.507 -21.124 -19.940 -0.12 -0.21 -0.25 -0.484
C -3.827 -21.614 -18.784 -0.20 0.65 0.58 -0.675
H -2.421 -20.638 -17.459 0.05 0.14 -0.04 0.371
H -1.817 -20.953 -19.085 0.09 0.63 -0.21 0.331
H -2.639 -18.528 -19.146 -0.12 0.00 -0.14 -0.878
H -4.070 -18.968 -18.224 -0.03 -0.18 0.07 -0.514
H -3.295 -19.811 -21.023 -0.24 -0.23 -0.17 0.077
H -4.891 -19.189 -20.567 -0.15 -0.07 0.14 0.237
H -3.555 -22.656 -18.931 0.24 0.04 -0.14 0.376
H -4.502 -21.562 -17.918 -0.15 -0.17 -0.16 0.279
C -5.852 -9.140 -15.898 0.10 -0.02 -0.52 -1.224
C -4.628 -9.730 -16.577 -0.19 -0.24 -0.27 0.771
O -3.910 -10.577 -16.066 -0.02 0.18 -0.04 -0.603
N -4.411 -9.250 -17.833 -0.13 0.30 -0.06 -0.122
C -3.323 -9.691 -18.677 0.21 -0.98 0.24 -0.397
H -6.330 -9.882 -15.267 0.13 0.04 0.20 0.223
H -6.571 -8.826 -16.657 -0.05 0.05 0.10 0.378
H -5.558 -8.254 -15.337 -0.03 -0.10 0.20 0.371
H -5.163 -8.747 -18.272 0.09 0.14 0.08 0.243
H -2.426 -9.822 -18.071 0.01 0.24 0.02 0.270
H -3.129 -9.031 -19.517 -0.18 0.19 0.10 0.382
H -3.540 -10.695 -19.067 0.02 0.15 -0.18 -0.226
C -1.413 -10.362 -22.412 -0.45 -0.17 0.02 -0.117
C -2.446 -9.345 -22.795 -0.28 0.51 0.12 0.071
O -3.048 -8.680 -21.968 -0.07 -0.08 0.08 -0.658
N -2.739 -9.269 -24.121 0.20 -0.04 -0.15 -0.106
C -3.680 -8.299 -24.652 0.18 -0.06 0.21 -0.996
H -0.644 -10.456 -23.175 0.18 -0.08 0.15 0.515
H -1.973 -11.300 -22.330 0.28 -0.14 -0.03 -0.244
H -1.014 -10.126 -21.432 0.15 0.11 -0.04 0.291
H -2.061 -9.640 -24.765 -0.04 -0.12 0.02 0.270
H -4.394 -8.048 -23.874 -0.03 -0.06 0.02 0.334
H -4.197 -8.743 -25.499 -0.03 0.15 -0.09 0.307
H -3.164 -7.381 -24.938 -0.12 0.02 -0.15 0.363
C -1.572 -17.277 -21.912 0.09 -0.45 -0.12 0.063
C -0.915 -18.239 -22.885 0.17 0.52 -0.09 -0.021
O 0.273 -18.494 -22.765 -0.26 -0.17 -0.05 -0.700
N -1.688 -18.842 -23.827 0.26 0.08 0.19 -0.088
C -3.028 -18.473 -24.234 -0.05 -0.60 -0.23 -0.306
H -2.618 -17.035 -22.078 -0.04 -0.24 -0.06 0.430
H -1.017 -16.345 -21.846 0.20 -0.10 0.01 0.362
H -1.453 -17.851 -20.989 -0.22 0.45 0.28 -0.467
H -1.213 -19.608 -24.277 -0.09 0.08 -0.23 0.263
H -3.159 -18.760 -25.278 0.06 0.12 -0.02 0.374
H -3.184 -17.400 -24.165 -0.04 0.01 0.11 -0.166
H -3.789 -19.026 -23.677 -0.07 0.26 0.16 0.210
C -10.049 -15.497 -17.536 0.19 -0.51 0.74 -0.976
C -9.015 -16.121 -18.442 0.25 0.36 0.32 0.715
O -8.343 -17.079 -18.099 -0.07 -0.17 -0.14 -0.640
N -8.799 -15.463 -19.608 0.11 0.23 -0.45 -0.021
C -7.823 -15.868 -20.599 -0.76 -0.72 -0.74 -1.158
H -9.612 -15.543 -16.536 0.09 0.33 -0.09 0.160
H -10.937 -16.120 -17.424 -0.13 0.09 -0.49 0.358
H -10.271 -14.458 -17.759 -0.16 -0.04 -0.10 0.339
H -9.459 -14.758 -19.885 0.01 0.08 0.19 0.277
H -7.696 -16.950 -20.541 0.42 0.10 0.34 0.310
H -6.875 -15.334 -20.594 0.03 -0.02 0.34 0.343
H -8.253 -15.731 -21.596 0.04 0.30 0.07 0.329
C -6.009 -13.084 -15.051 -0.30 -0.05 0.23 -0.786
C -6.856 -13.018 -16.296 -0.50 -0.12 0.00 0.740
O -8.057 -13.261 -16.270 0.17 -0.06 -0.08 -0.713
N -6.226 -12.659 -17.448 0.16 0.06 0.05 1.091
C -6.913 -12.552 -18.723 0.02 -0.16 0.63 -0.710
H -4.987 -13.408 -15.237 0.06 0.19 -0.01 0.069
H -6.489 -13.764 -14.350 0.05 -0.13 -0.12 0.297
H -6.028 -12.109 -14.561 0.28 0.08 -0.14 0.234
H -5.276 -12.338 -17.370 -0.01 -0.06 0.07 -1.063
H -6.760 -11.557 -19.140 -0.06 -0.04 -0.21 0.224
H -7.967 -12.727 -18.515 -0.03 0.16 -0.10 0.353
H -6.581 -13.335 -19.406 0.07 0.17 -0.19 -0.005
C -7.801 -17.208 -14.609 -0.13 0.70 -1.15 -1.128
C -6.489 -16.644 -14.123 0.04 -0.28 0.51 0.912
O -6.338 -16.362 -12.940 0.06 0.24 0.03 -0.700
N -5.489 -16.467 -15.014 0.48 -0.34 -0.38 0.577
C -5.484 -16.935 -16.392 -1.26 -0.03 0.57 -0.501
H -7.750 -18.275 -14.824 -0.08 -0.11 0.47 0.360
H -8.071 -16.776 -15.580 0.18 0.00 0.03 -0.019
H -8.595 -16.903 -13.936 0.09 -0.45 0.37 0.402
H -4.607 -16.123 -14.653 -0.03 -0.10 0.22 -0.102
H -4.557 -17.420 -16.690 0.33 0.47 0.13 0.112
H -5.796 -16.104 -17.026 0.36 -0.24 -0.48 0.001
H -6.246 -17.710 -16.471 -0.04 0.08 -0.30 0.270
C -7.872 -14.017 -24.983 0.77 -0.42 -0.13 -1.341
C -6.811 -13.512 -24.019 -1.50 0.07 0.56 0.662
O -6.354 -14.229 -23.145 0.66 0.13 -0.33 -0.470
N -6.576 -12.173 -24.115 0.13 -0.32 -0.24 -0.128
C -5.641 -11.526 -23.263 1.25 0.21 2.04 -0.132
H -8.599 -13.247 -25.226 -0.08 -0.08 -0.15 0.425
H -8.337 -14.907 -24.568 -0.18 0.17 0.21 0.305
H -7.361 -14.375 -25.882 -0.14 0.28 -0.15 0.273
H -7.199 -11.641 -24.694 0.19 0.09 -0.12 0.252
H -5.604 -11.997 -22.271 -0.44 -0.33 -0.19 -0.213
H -5.843 -10.491 -22.987 -0.37 0.11 -0.71 0.519
H -4.583 -11.600 -23.536 -0.20 0.11 -0.68 -0.196
C 3.445 -12.635 -18.334 -1.33 -0.66 -0.14 -0.576
C 2.807 -11.482 -19.068 0.71 0.10 -0.02 0.516
O 3.404 -10.423 -19.175 -0.13 0.26 0.14 -0.683
N 1.589 -11.623 -19.656 -0.23 0.24 -0.52 -0.043
C 0.763 -12.778 -19.928 -0.22 -0.31 0.57 -0.299
H 4.127 -13.132 -19.023 0.30 0.09 0.20 0.242
H 2.693 -13.374 -18.034 0.09 0.00 -0.07 0.058
H 3.916 -12.286 -17.422 0.37 0.18 -0.20 0.328
H 1.270 -10.757 -20.060 0.17 0.04 -0.06 0.153
H 0.155 -12.999 -19.048 -0.07 -0.30 -0.13 0.074
H 1.305 -13.681 -20.209 0.30 0.12 0.19 0.360
H 0.101 -12.569 -20.769 0.00 0.22 0.04 -0.052
C -0.445 -16.288 -18.550 -0.11 -0.48 -1.22 0.488
C 0.358 -16.017 -17.322 -0.11 0.67 0.11 -0.097
O 0.964 -14.960 -17.212 0.25 -0.26 0.07 -0.620
N 0.402 -16.982 -16.356 -0.19 0.06 0.22 -0.056
C -0.758 -17.828 -16.048 -0.05 0.36 -0.03 -0.640
H -1.355 -16.868 -18.406 0.00 0.09 0.19 -0.441
H 0.161 -16.833 -19.285 0.15 -0.27 0.36 0.766
H -0.680 -15.381 -19.103 -0.15 0.26 0.49 -0.505
H 0.899 -16.650 -15.541 0.05 0.03 -0.04 0.342
H -0.655 -18.208 -15.035 0.17 -0.17 -0.07 0.357
H -0.851 -18.654 -16.749 0.01 -0.06 0.00 0.405
H -1.672 -17.229 -16.030 -0.05 -0.21 -0.16 -0.096
N -2.643 -15.714 -14.179 -0.14 0.30 -0.14 -0.498
C -2.504 -15.520 -12.869 -0.77 0.12 0.05 -0.483
C -1.850 -14.430 -12.318 0.93 -0.51 -0.21 -0.579
C -1.198 -13.568 -13.192 -0.85 0.27 0.43 -0.457
C -1.408 -13.715 -14.553 1.06 0.37 0.30 -0.855
C -2.127 -14.797 -15.003 -0.25 -0.23 -0.15 0.387
H -3.072 -16.204 -12.244 0.29 -0.12 0.05 0.412
H -1.709 -14.382 -11.247 -0.21 0.24 0.02 0.414
H -0.660 -12.708 -12.813 0.18 -0.11 -0.02 0.396
H -0.879 -13.023 -15.196 -0.39 -0.09 -0.38 0.390
H -2.348 -14.926 -16.060 0.14 -0.07 0.00 0.717